1.
Here is C24H17BrCrF3O4 as an isolated structure from OMol25. Energies are from the ωB97M-V functional and the def2-TZVPD basis.

The geometry in ORCA input format:
```
! wB97M-V def2-TZVPD RIJCOSX def2/J DEFGRID3
* xyz -2 6
Br 3.2031 1.2827 1.4558
Cr 0.7810 0.7967 1.2611
F 0.3385 2.2991 -0.1047
F 0.9395 -1.3547 1.9960
F 0.8973 -0.2384 -0.7278
O -0.0658 1.8848 2.8311
O -3.9544 2.5306 5.3751
O -1.2429 0.1374 1.2819
O -5.2106 0.4596 3.5600
C 1.2094 3.8177 -3.3143
C 0.1864 2.7637 -1.3651
C -3.2947 0.2602 2.4441
C 0.3181 -1.2633 -2.7967
C 1.8130 -0.9725 -4.6979
C 1.9446 -3.5014 2.0572
C -1.2848 1.6399 3.0811
C -4.0413 0.9128 3.3913
C 2.5124 -0.0335 -4.0181
C 0.6188 -1.4523 -4.1545
C -2.0387 2.2421 4.1829
C 1.8621 -4.8785 2.3104
C -0.4832 -4.5630 2.9536
C -0.4178 -3.2173 2.5231
C 1.3210 3.2139 -2.0621
C 0.6508 -5.3842 2.8389
C -1.9190 0.5760 2.2343
C -3.3669 1.9499 4.3613
C -0.0452 3.7031 -3.9823
C 1.1643 -0.4525 -2.0512
C -1.0128 2.7614 -2.0120
C 0.8118 -2.6918 2.1819
C 2.3133 0.1170 -2.6420
C -1.1582 3.2006 -3.2850
H 2.0826 4.1342 -3.8655
H -2.1448 3.2640 -3.7198
H 3.3481 0.4056 -4.5427
H 2.3151 -1.2574 -5.6106
H -1.8850 2.5275 -1.4196
H -1.3178 -5.0953 3.3855
H 3.0042 0.7119 -2.0630
H 2.3185 3.1760 -1.6499
H -0.0164 -2.1016 -4.7388
H -1.2724 -2.5576 2.4961
H 0.5507 -6.3829 3.2377
H -3.7773 -0.4001 1.7387
H -0.5640 -1.5594 -2.2484
H 2.7374 -5.5100 2.2730
H -0.1658 4.2190 -4.9235
H -1.4228 2.8933 4.7854
H 2.8605 -3.0133 1.7583
*
```

For the gap between HOMO and LUMO (alpha / beta), the calculation gives 1.46 / 3.26 eV. The calculation puts the LUMO energy (alpha / beta) at 0.13810 / 0.13780 Ha.



2.
Here is C23H22IN4O4Ru as an isolated structure from OMol25. Energies are from the ωB97M-V functional and the def2-TZVPD basis.

The geometry in ORCA input format:
```
! wB97M-V def2-TZVPD RIJCOSX def2/J DEFGRID3
* xyz 0 2
I -2.2026 1.6587 1.5640
Ru -0.4818 -0.1261 0.2961
O 0.4519 -1.5307 -0.8829
O 1.5726 -2.6244 0.5631
O 1.4453 -0.6067 4.0072
O 0.1778 -0.4161 2.2030
N 1.3041 -2.4841 -0.5950
N 2.4899 0.1986 0.7550
N 0.5273 1.9152 -0.3296
N -1.4291 0.0025 -1.6249
C -5.8142 -1.4157 0.7229
C -4.1935 -3.2736 0.6559
C -2.0383 -1.4132 0.6647
C 3.6398 0.4174 0.0502
C 1.3127 -0.4132 2.8108
C 4.9537 0.2117 2.0687
C -5.0474 0.8354 1.0420
C -0.5733 2.1657 -2.5272
C -3.7634 0.3839 1.0035
C 4.6961 0.8197 -2.0854
C -2.8979 -3.6959 0.6826
C 3.8070 -0.0772 2.7366
C -3.3962 -0.9682 0.7786
C -6.0983 -0.0896 0.8564
C 6.0533 0.7294 -0.1018
C -4.4776 -1.8913 0.7103
C -0.0920 2.8643 -1.2676
C 5.9528 0.9142 -1.4514
C -1.7728 1.2568 -2.3185
C 4.9031 0.4640 0.6760
C 2.5791 -0.0702 2.0279
C -1.8310 -2.7719 0.6633
C 3.5669 0.5744 -1.3557
H 2.6091 0.4272 -1.8404
H 5.9107 0.2340 2.5769
H -2.2185 1.0213 -3.2885
H -2.6706 -4.7546 0.6809
H -5.2653 1.8752 1.2449
H -0.7957 -0.5641 -2.1902
H -0.8519 2.9306 -3.2553
H -5.0149 -3.9784 0.6146
H -6.6154 -2.1399 0.6358
H -0.9396 3.3388 -0.7701
H 0.6132 3.6564 -1.5357
H 3.7768 -0.3087 3.7906
H -2.5340 1.7691 -1.7258
H 6.8377 1.1113 -2.0420
H 7.0171 0.7718 0.3915
H 0.7260 2.3728 0.5542
H -0.8256 -3.1613 0.6421
H -2.2755 -0.5524 -1.5244
H 0.2487 1.5988 -2.9793
H -7.1224 0.2588 0.8646
H 4.6326 0.9204 -3.1613
H 1.4333 1.6293 -0.6821
*
```

For the gap between HOMO and LUMO (alpha / beta), the calculation gives 7.97 / 7.58 eV. The calculation puts the LUMO energy (alpha / beta) at -0.00247 / -0.01391 Ha. The value obtained for the energy above the lowest of the compared OMol25 structures with the same formula, charge and spin is 431.0 kJ/mol.



3.
Here is one molecule with the formula C22H25N5O2S from OMol25. Energies are from the ωB97M-V functional and the def2-TZVPD basis.

The geometry in ORCA input format:
```
! wB97M-V def2-TZVPD RIJCOSX def2/J DEFGRID3
* xyz 0 1
S 3.0839 -2.4322 -1.5481
O -6.1781 0.1829 -1.2604
O -1.9958 -1.2509 1.3554
N 0.5238 -2.3296 1.6233
N -2.1183 0.9675 0.8506
N 3.1801 1.3461 0.2918
N 2.1732 -0.7066 0.9803
N 0.4658 2.2912 0.2568
C -6.9324 -0.9356 0.7927
C -0.0045 -0.0529 0.9788
C 3.4249 -4.0086 0.4464
C 2.8624 2.6237 -0.0556
C 0.8782 -1.1088 1.1965
C -4.0544 1.2963 -0.6262
C -6.5973 -2.1266 -1.3957
C 3.3627 -1.5190 1.0871
C 1.2574 4.4210 -0.4462
C 0.7833 1.0604 0.5920
C -5.5886 1.3475 -0.7356
C -1.4498 -0.1810 1.0789
C -6.0952 -1.0080 -0.4865
C 3.1318 -4.1267 -1.8338
C 2.2873 5.2544 -0.7847
C 1.5120 3.0871 -0.0728
C 3.3228 -2.6829 0.1509
C 3.3213 -4.8369 -0.6943
C 3.6131 4.7961 -0.7665
C 2.1555 0.6098 0.6000
C -3.5553 1.0411 0.8000
C 3.8973 3.5062 -0.4092
H 4.4109 5.4716 -1.0380
H 4.9094 3.1323 -0.3887
H 1.1318 -3.1196 1.4905
H -6.0222 1.6065 0.2404
H -7.9580 -0.6693 0.5471
H -6.5088 -3.0867 -0.8954
H -7.6377 -1.9496 -1.6546
H 3.4785 -1.8817 2.1156
H -3.9018 1.8460 1.4590
H 2.0848 6.2765 -1.0700
H 4.1970 -0.8513 0.8479
H 3.0153 -4.4921 -2.8345
H -3.6832 0.5125 -1.2891
H -6.0138 -2.1460 -2.3119
H -0.4898 -2.4499 1.6312
H -6.5349 -0.1981 1.4858
H -6.9256 -1.9035 1.2859
H 3.3822 -5.9094 -0.6602
H -5.8812 2.1215 -1.4502
H -3.9253 0.0874 1.1831
H -5.0471 -1.2104 -0.2218
H 0.2314 4.7562 -0.4543
H -3.6374 2.2450 -0.9701
H -1.5716 1.7743 0.5756
H 3.5820 -4.3844 1.4426
*
```

For the gap between HOMO and LUMO, the calculation gives 7.85 eV. The SMILES is CC(C)OCCCNC(=O)c1c(N)n(Cc2cccs2)c2nc3ccccc3nc12. The calculation puts the LUMO energy at 0.00229 Ha. The value obtained for the energy above the lowest of the compared OMol25 structures with the same formula, charge and spin is 36.4 kJ/mol.



4.
Here is C23H31MoN2O2PSe2Te2 as an isolated structure from OMol25. Energies are from the ωB97M-V functional and the def2-TZVPD basis.

The geometry in ORCA input format:
```
! wB97M-V def2-TZVPD RIJCOSX def2/J DEFGRID3
* xyz 0 1
Te 0.7250 -4.1781 -3.7312
Te 2.7891 -2.5156 -3.7869
Mo -0.1032 -1.0512 -1.0544
Se -0.8154 -2.2768 -3.0314
Se 2.2860 -1.6981 -1.4555
P 1.1425 1.1158 -0.3773
O 0.1714 -1.7476 0.8068
O -1.2064 0.4700 -1.7460
N -2.0229 -2.3365 0.9445
N -2.0127 -1.6119 -0.2392
C 1.6363 1.3336 -3.1498
C -0.1790 1.3527 2.0806
C -1.2218 -4.3118 4.6074
C 2.7798 1.0289 0.4817
C 3.2534 2.3200 1.1595
C 2.2883 3.3337 -1.8148
C 0.0932 -4.3674 5.0546
C -3.1738 -1.3343 -0.7221
C 2.8642 -0.1195 1.4914
C -4.6515 -0.5068 -2.4870
C -4.9130 0.3044 -3.5629
C -2.3891 0.3729 -2.3333
C -0.0651 2.0191 0.7044
C 0.8043 -3.1189 3.1281
C -1.5256 -3.6616 3.4240
C -3.9097 1.1650 -4.0270
C -0.5115 -3.0614 2.6806
C 1.3135 2.1590 -1.9027
C 0.0884 3.5341 0.8274
C -3.3878 -0.5066 -1.8701
C -2.6764 1.2111 -3.4185
C 1.1037 -3.7722 4.3143
C -0.8212 -2.3648 1.4173
H 1.6562 1.9976 -4.0174
H -4.1072 1.8073 -4.8761
H 4.2647 2.1643 1.5428
H 2.3458 0.1431 2.4157
H -0.7273 3.9231 1.4417
H 2.1286 -3.8196 4.6586
H -1.0011 1.8282 0.1756
H 2.2321 3.9075 -2.7423
H -4.0336 -1.7523 -0.2036
H 0.2952 2.5410 -2.0193
H -1.8987 1.8756 -3.7718
H -0.2512 0.2679 2.0016
H -1.0758 1.7163 2.5865
H 3.2809 3.1756 0.4922
H -5.4144 -1.1754 -2.1059
H 3.9133 -0.2984 1.7358
H 3.4609 0.8028 -0.3455
H 2.6122 0.8517 -3.0695
H -2.5437 -3.6115 3.0626
H 0.6722 1.5901 2.7196
H -5.8796 0.2832 -4.0467
H 2.4366 -1.0472 1.1227
H 1.5835 -2.6570 2.5381
H 0.3292 -4.8780 5.9795
H 3.3167 2.9788 -1.7202
H -2.0105 -4.7774 5.1839
H 1.0244 3.8198 1.3066
H 0.0302 4.0290 -0.1420
H 0.9036 0.5496 -3.3383
H 2.6243 2.5730 2.0130
H 2.0799 4.0116 -0.9908
*
```

For the gap between HOMO and LUMO (alpha / beta), the calculation gives 5.91 / 5.91 eV. The calculation puts the LUMO energy (alpha / beta) at -0.03737 / -0.03743 Ha. The value obtained for the energy above the lowest of the compared OMol25 structures with the same formula, charge and spin is 0.0 kJ/mol.



5.
Here is a 2-piece molecular cluster, C5H11NO overall from OMol25. Energies are from the ωB97M-V functional and the def2-TZVPD basis.

The geometry in ORCA input format:
```
! wB97M-V def2-TZVPD RIJCOSX def2/J DEFGRID3
* xyz -1 2
O -3.2217 -0.3889 0.8268
N -0.6525 -1.9383 0.2654
C 0.8467 -0.2002 -1.7496
C 0.7475 -0.0644 -0.2496
C 0.0487 -0.7923 0.6323
C 1.6048 1.0584 0.2240
C 1.1904 2.2267 0.6938
H -1.0745 -2.2936 1.1622
H 0.4962 -1.2613 -1.8920
H -0.1755 -2.6589 -0.1159
H 0.0189 -0.4138 1.6256
H 2.6602 0.8783 0.1678
H 1.7393 2.9937 0.9744
H 0.0113 2.3940 0.6163
H -0.0003 0.4444 -2.1194
H -2.3592 -0.2121 0.4239
H 1.7479 -0.3043 -2.3957
H -3.6282 0.5326 0.9097
*
```

For the gap between HOMO and LUMO (alpha / beta), the calculation gives 2.80 / 8.37 eV. The calculation puts the LUMO energy (alpha / beta) at 0.14882 / 0.13888 Ha. The value obtained for the energy above the lowest of the compared OMol25 structures with the same formula, charge and spin is 278.1 kJ/mol.



6.
Here is one molecule with the formula C5H5NO from OMol25. Energies are from the ωB97M-V functional and the def2-TZVPD basis.

The geometry in ORCA input format:
```
! wB97M-V def2-TZVPD RIJCOSX def2/J DEFGRID3
* xyz 0 1
O 0.1674 -1.1768 1.9327
N -0.7914 2.6705 1.1240
C 0.1265 0.6576 -0.2422
C -0.3685 1.7671 0.5376
C -0.3453 -1.5385 0.9043
C 1.2701 0.7861 -0.9161
C -0.6904 -0.6119 -0.2501
H 1.8614 1.6938 -0.8687
H -0.5975 -2.6051 0.7317
H -1.7651 -0.3911 -0.1871
H 1.6448 -0.0283 -1.5311
H -0.5426 -1.1525 -1.1915
*
```

For the gap between HOMO and LUMO, the calculation gives 10.52 eV. The SMILES is C=C(C#N)CC=O. The calculation puts the LUMO energy at 0.01197 Ha. The value obtained for the energy above the lowest of the compared OMol25 structures with the same formula, charge and spin is 123.2 kJ/mol.



Number 1: maximum force 5.997 eV/Å, electronic energy -139968.5896 eV. Number 2: maximum force 0.669 eV/Å, electronic energy -49039.6936 eV. Number 3: maximum force 1.321 eV/Å, electronic energy -45602.2031 eV. Number 4: maximum force 0.555 eV/Å, electronic energy -187856.0227 eV. Number 5: maximum force 6.966 eV/Å, electronic energy -8897.2795 eV. Number 6: maximum force 1.011 eV/Å, electronic energy -8802.1417 eV.